Entry from the OMol25 dataset: C6H10IrN2O3S4 as an isolated structure at a distorted geometry (ωB97M-V with the def2-TZVPD basis set).

Last column: natural (NBO) charge in e.
CARTESIAN COORDINATES (ANGSTROEM)
1 Ir -0.0688 -0.9973 -0.4313  0.6370
2 N -2.1447 -0.7654 -0.0136  -0.7928
3 C -2.8267 0.4076 -0.6360  -0.2208
4 C -2.1724 1.7286 -0.2567  -0.4351
5 C -0.9133 2.0786 -1.0365  -0.2242
6 N 0.2483 1.2995 -0.5507  -0.8191
7 H -2.6127 -1.6194 -0.3094  0.4078
8 H -2.2745 -0.7302 0.9947  0.4015
9 H -3.8740 0.4002 -0.3368  0.2182
10 H -2.7936 0.2637 -1.7156  0.2077
11 H -1.9524 1.7344 0.8188  0.2126
12 H -2.9047 2.5204 -0.4145  0.2506
13 H -0.7171 3.1485 -0.9742  0.2145
14 H -1.0518 1.8387 -2.0922  0.2014
15 H 0.5008 1.5766 0.3936  0.3956
16 H 1.0660 1.4604 -1.1309  0.4001
17 O 5.4941 -2.0129 3.2768  -0.4682
18 C 4.5158 -1.9020 2.6180  0.2282
19 S 2.8945 -1.5589 3.3242  0.4308
20 C 2.0777 -1.4080 1.8250  -0.3835
21 C 2.8337 -1.5637 0.6544  -0.4186
22 S 2.1786 -1.4407 -0.8856  0.1176
23 S 4.5218 -1.8816 0.8289  0.4238
24 S 0.4147 -1.0374 1.8305  0.0450
25 O -0.5270 -0.9395 -2.3984  -0.0969
26 O 0.0878 -0.6002 -3.3826  0.0672

Properties
Energy above the lowest of the compared OMol25 structures with the same formula, charge and spin   0.1288 eV
Net charge   +1
Spin multiplicity   5
⟨S²⟩   6.023
Orbital gap (alpha / beta)   8.2 / 6.1 eV
DFT total energy   -61677.38816 eV